151
Properties=species:S:1:pos:R:3:forces:R:3:mulliken_charge:R:1 method="wB97M-V/def2-TZVPD" charge=0 total_energy_ha=-30240.5047 e_above_lowest_ev=0.000 orbital_gap_ev=8.959 fmax_ev_per_a=1.35
C 7.18304 0.50120 0.39981 -0.4 -0.4 -0.5 -1.0678
C 6.24629 -0.18273 -0.61003 -0.3 0.8 0.7 -0.4126
C 4.79478 0.31814 -0.48804 0.8 -0.1 -0.7 -1.1588
C 4.47853 1.42299 -1.49531 -0.5 0.1 0.5 0.3588
C 4.50848 2.83082 -0.90604 -0.2 -0.1 -0.1 -0.8130
C 3.13521 3.33300 -0.48699 0.5 0.1 0.0 -0.8208
C 2.18507 3.53791 -1.66661 0.2 -0.8 0.5 -0.2154
C 1.10399 2.46343 -1.74466 0.1 0.3 0.0 0.1212
C -0.18158 2.95400 -2.35767 0.6 -0.3 -0.5 -1.0131
C -1.19127 1.88472 -2.68761 -1.0 0.7 0.6 -1.0467
C -1.80927 1.02849 -1.56888 0.9 -0.5 -0.5 -0.0657
S -0.70334 -0.43879 -1.31974 -0.1 -0.6 0.0 -0.1080
I -2.00662 2.06360 0.31096 -0.2 0.3 0.0 0.1764
O -2.97495 0.54116 -2.12676 -0.3 0.1 0.2 -0.2919
C -4.11687 0.19636 -1.36707 -0.5 -0.3 -0.2 -1.8094
C -4.06789 -1.00122 -0.44339 0.2 -1.0 -0.5 1.5625
C -3.78043 -2.28827 -1.23809 0.5 -0.4 0.4 -1.5082
C -2.92045 -3.35192 -0.52149 -0.2 0.1 -0.3 -0.9190
C -1.81842 -3.98382 -1.36835 0.2 0.2 0.6 -0.7946
C -0.52353 -4.20584 -0.60328 0.3 0.2 -0.3 -0.4895
C 0.71833 -4.10740 -1.48141 0.4 -1.0 0.6 0.2559
N 1.83945 -4.92965 -1.01287 0.2 0.1 -0.2 -0.6965
O -5.37508 -1.07631 0.09027 -0.1 0.5 0.2 -0.5824
C -5.47315 -1.79137 1.31752 -0.2 0.4 0.6 -0.4385
Si -5.88902 -0.66754 2.80711 0.3 0.4 0.0 0.2985
C -7.73599 -0.32850 2.92541 0.7 -0.3 -0.1 -1.1614
C -4.91469 0.92316 2.54386 -0.6 -0.8 0.3 -0.7409
C -5.23163 -1.40943 4.40964 -0.3 0.4 -0.8 -1.0050
H 6.72337 1.37526 0.82423 -0.2 0.4 0.2 0.3854
H 7.39977 -0.19101 1.19602 0.4 -0.1 0.4 0.2826
H 8.07551 0.82479 -0.10457 0.6 0.0 0.1 0.1641
H 6.27156 -1.24945 -0.46733 0.1 -0.5 -0.1 0.3510
H 6.60130 0.04465 -1.59937 0.1 -0.2 -0.6 0.2782
H 4.14299 -0.52306 -0.64568 -0.5 -0.3 0.0 0.4172
H 4.65121 0.71474 0.50608 -0.3 -0.1 0.5 0.4676
H 5.12020 1.36634 -2.35780 0.4 -0.2 -0.3 0.6088
H 3.47782 1.24245 -1.85773 -0.4 0.0 -0.3 -0.4533
H 4.90646 3.51903 -1.63760 0.3 0.4 -0.2 0.3541
H 5.14268 2.86080 -0.03124 0.5 0.0 0.2 0.3094
H 3.30104 4.25743 0.05047 -0.2 0.4 0.2 0.4077
H 2.73755 2.61604 0.21877 -0.3 -0.1 0.3 0.3379
H 2.79664 3.43064 -2.54782 0.1 0.4 -0.7 0.4042
H 1.76456 4.52888 -1.63285 -0.3 0.4 -0.1 -0.0389
H 1.45170 1.66287 -2.37767 0.2 -0.5 -0.2 0.2344
H 0.96682 2.03945 -0.76446 -0.3 -0.2 0.5 0.0042
H 0.11712 3.37767 -3.30948 -0.1 0.2 -0.5 0.3674
H -0.60888 3.78103 -1.82086 -0.3 0.3 0.6 0.4267
H -0.81901 1.21387 -3.44280 0.3 -0.4 -0.2 0.4293
H -2.05020 2.37623 -3.12067 -0.3 0.3 -0.3 0.3879
H -0.08341 -0.12642 -0.18549 0.0 0.2 0.2 0.0726
H -4.84777 -0.09258 -2.10528 -0.3 0.0 -0.5 0.3613
H -4.55227 1.05399 -0.87785 0.2 0.5 0.4 0.4294
H -3.31588 -0.92576 0.33370 0.1 0.4 0.4 0.5675
H -3.31568 -2.05564 -2.18392 0.3 0.3 -0.3 0.6540
H -4.73325 -2.73088 -1.47145 -0.6 0.0 -0.2 0.4002
H -3.54277 -4.16650 -0.18821 -0.5 -0.2 0.4 0.4819
H -2.47991 -2.91281 0.36225 0.2 0.2 0.3 0.4736
H -1.60227 -3.33714 -2.19980 0.1 0.3 -0.6 0.4062
H -2.13361 -4.94804 -1.74335 -0.2 -0.2 -0.4 0.4448
H -0.50771 -5.16778 -0.10908 -0.1 -0.4 0.2 0.4206
H -0.41335 -3.45604 0.16420 -0.1 0.3 0.5 0.3572
H 0.49619 -4.42945 -2.48606 -0.1 0.0 -0.4 -0.3086
H 1.09023 -3.09852 -1.50436 -0.1 0.6 -0.3 0.0933
H 1.62334 -5.91315 -1.11083 0.0 0.0 0.1 0.2479
H 2.03790 -4.73725 -0.03903 0.0 -0.1 0.0 0.2320
H -6.26089 -2.52852 1.24128 -0.3 -0.4 -0.3 0.4315
H -4.56458 -2.33426 1.54219 0.4 -0.2 0.0 0.1078
H -8.30097 -1.13144 2.48371 -0.3 -0.4 -0.2 0.3711
H -7.98245 0.58392 2.41254 -0.2 0.4 -0.2 0.3244
H -8.02373 -0.24981 3.96043 -0.2 0.2 0.4 0.3260
H -3.89085 0.69734 2.79275 0.6 0.1 -0.1 0.2518
H -5.25446 1.71220 3.19646 -0.1 0.4 0.1 0.4086
H -4.99485 1.19798 1.50543 0.1 0.4 -0.3 -0.0098
H -5.56510 -0.75962 5.20410 -0.2 0.1 0.5 0.4028
H -5.55309 -2.42084 4.58623 0.0 -0.4 0.2 0.1600
H -4.15473 -1.33059 4.38346 0.4 -0.3 0.0 0.3190
C 1.49277 8.31956 -1.37312 -0.1 0.1 0.0 0.1986
Cl 0.23083 7.18020 -0.89657 0.0 -0.2 0.0 -0.0456
Cl 0.80451 9.44369 -2.54521 0.2 -0.1 0.1 0.0117
Cl 2.04619 9.19989 0.05262 0.0 0.0 0.0 -0.1275
Cl 2.85364 7.45345 -2.09023 -0.2 0.0 -0.1 -0.0732
C -2.03376 12.09653 -3.74743 -0.1 -0.1 0.0 0.3416
Cl -2.05766 13.81619 -4.13708 0.0 0.0 0.0 -0.0952
Cl -3.51291 11.33583 -4.34141 0.1 0.1 -0.1 -0.1049
Cl -0.63999 11.32957 -4.51982 0.0 0.2 -0.2 -0.1085
Cl -1.93190 11.87724 -2.00226 0.0 0.0 0.1 -0.0469
C -4.00502 5.95780 1.89698 0.0 0.1 0.0 0.2007
Cl -4.98846 4.89558 0.88570 0.0 0.0 0.0 -0.0326
Cl -3.73922 5.18709 3.46206 0.0 0.0 0.0 -0.1003
Cl -2.45780 6.26432 1.10623 0.1 -0.1 0.0 -0.0006
Cl -4.82496 7.50170 2.12465 0.0 0.0 0.2 -0.0509
C -5.74137 -4.51917 7.69392 0.0 0.0 0.0 0.3347
Cl -5.52881 -3.67095 9.22667 0.0 0.0 0.0 -0.1012
Cl -6.19157 -6.19647 8.00476 0.0 0.0 0.0 -0.0680
Cl -7.01638 -3.73465 6.75824 -0.1 0.0 0.0 -0.0887
Cl -4.23243 -4.46777 6.77838 0.0 0.1 0.1 -0.0966
C 1.31519 -5.66397 -5.71541 0.1 0.1 0.0 0.2097
Cl 1.85754 -4.37879 -6.79445 -0.4 0.1 0.3 0.0526
Cl 2.53465 -5.93545 -4.47114 0.0 0.0 0.0 -0.0850
Cl -0.19382 -5.16149 -4.95052 -0.2 -0.1 -0.1 -0.1135
Cl 1.04459 -7.15968 -6.62255 0.0 0.0 0.0 -0.0948
C -3.65616 -8.89398 6.38227 0.0 0.0 0.0 0.2873
Cl -5.23376 -9.66530 6.53967 -0.1 0.0 0.0 -0.0244
Cl -3.77670 -7.51987 5.28249 0.0 -0.1 -0.1 -0.0573
Cl -3.12219 -8.32634 7.97252 0.0 0.1 0.0 -0.0874
Cl -2.49511 -10.05832 5.74038 -0.1 0.0 -0.1 -0.0849
C 5.43391 -5.61252 -8.84845 0.0 0.0 0.0 0.2924
Cl 6.14235 -4.42192 -7.75225 0.0 0.0 0.0 -0.0857
Cl 6.58715 -6.92169 -9.12315 0.0 0.0 0.0 -0.1055
Cl 3.95573 -6.24949 -8.13172 0.3 -0.3 -0.2 -0.0182
Cl 5.04833 -4.83372 -10.38655 0.0 0.0 0.0 -0.1006
C -6.78469 9.28545 -1.52953 0.0 -0.1 0.0 0.2341
Cl -7.82164 10.10514 -0.35867 -0.1 0.0 0.0 -0.1104
Cl -7.67714 9.03148 -3.03121 0.0 0.0 0.0 -0.1101
Cl -5.36062 10.28313 -1.85177 -0.4 -0.7 -0.8 -0.0071
Cl -6.26977 7.73322 -0.87083 -0.1 0.0 -0.2 0.0001
C -0.72542 -12.63148 8.55801 0.0 0.0 0.1 0.3106
Cl -1.67601 -13.47758 7.33121 0.0 0.0 0.0 -0.0856
Cl -0.83943 -13.49908 10.09092 0.0 0.0 0.0 -0.0988
Cl 0.96149 -12.56308 8.04311 0.0 0.0 0.0 -0.0973
Cl -1.34871 -10.99427 8.75426 0.1 -0.1 0.2 -0.0418
C 7.56312 6.84484 -1.89224 0.0 -0.1 0.0 0.2774
Cl 7.90785 7.26554 -3.57122 0.0 0.0 0.0 -0.1034
Cl 8.55679 7.83131 -0.81863 0.0 0.0 0.0 -0.1070
Cl 5.85597 7.14024 -1.55151 0.2 0.0 0.0 -0.0269
Cl 7.92339 5.13649 -1.62606 0.0 0.0 0.0 -0.0720
C 10.58755 -1.28718 -1.51465 0.0 0.0 0.0 0.3087
Cl 12.13280 -1.53596 -2.33337 0.0 0.0 0.0 -0.1115
Cl 10.87735 -0.91171 0.18285 0.0 0.0 0.0 -0.0281
Cl 9.72915 0.05527 -2.27353 0.0 0.0 -0.1 -0.0818
Cl 9.61033 -2.75143 -1.63953 0.0 0.0 0.0 -0.1047
C -3.96924 12.75938 1.48263 -0.1 0.0 0.1 0.2245
Cl -4.92428 13.05205 2.93703 0.0 0.0 0.1 -0.1155
Cl -3.62669 14.29425 0.68125 0.0 0.0 0.0 -0.0909
Cl -2.44834 11.97492 1.92137 0.1 0.0 0.0 -0.0865
Cl -4.86718 11.71181 0.38477 0.5 0.6 0.8 0.0578
C 13.88709 1.04109 2.52217 0.0 0.0 0.0 0.3662
Cl 15.02578 0.35576 3.68324 0.0 0.0 0.0 -0.0957
Cl 14.12087 0.28263 0.94772 0.1 0.0 0.0 -0.0772
Cl 12.23497 0.74755 3.07768 0.0 0.0 0.0 -0.1061
Cl 14.15883 2.77928 2.38643 0.0 0.0 0.0 -0.0956
C -6.97204 -13.39958 6.74164 0.0 0.0 0.0 0.2894
Cl -7.47353 -15.08239 6.56665 0.0 0.0 0.0 -0.1063
Cl -5.26412 -13.33249 7.17538 0.1 0.0 0.0 -0.0094
Cl -7.22491 -12.54777 5.21543 0.0 0.0 0.0 -0.0944
Cl -7.92844 -12.62683 8.00886 0.0 0.0 0.0 -0.0934
C 2.25458 -0.28512 -7.12808 0.0 0.0 0.0 0.2947
Cl 0.87992 -0.77526 -6.13510 0.0 0.0 0.0 -0.0575
Cl 3.46507 0.49854 -6.11129 0.0 0.0 0.0 -0.0806
Cl 2.96593 -1.71174 -7.89058 0.2 0.2 -0.2 -0.0619
Cl 1.71266 0.83933 -8.37505 0.0 0.0 0.0 -0.1043